(1)
Computed, not measured: C2H3O2Tl as an isolated structure in a non-equilibrium geometry, with ωB97M-V/def2-TZVPD.

Properties
* LUMO energy (alpha / beta): -0.52833 / -0.55690 Eh
* HOMO energy (alpha / beta): -21.8733 / -22.3033 eV
* DFT total energy: -399.96374 Eh

The geometry in ORCA input format:
```
! RIJCOSX wB97M-V def2-TZVPD def2/J DEFGRID3
* xyz 2 1
H -1.997 -0.814 0.163
C -0.273 -1.143 -0.076
O 0.939 -1.294 0.171
Tl 1.497 0.742 -0.191
O -0.519 0.234 -0.269
C -1.954 0.486 -0.039
H -2.024 1.055 0.898
H -2.220 1.170 -0.856
*
```


(2)
Computed, not measured: C15H31ClP2Zr as an isolated structure in a non-equilibrium geometry, with ωB97M-V/def2-TZVPD.

Properties
* LUMO energy: -0.27439 Eh
* HOMO energy: -14.1830 eV
* DFT total energy: -1779.38886 Eh

The geometry in ORCA input format:
```
! RIJCOSX wB97M-V def2-TZVPD def2/J DEFGRID3
* xyz 2 1
P -0.155 -1.760 -1.265
P 0.099 1.984 -1.037
C -0.452 -0.460 -2.605
C 0.296 0.890 -2.545
H -1.535 -0.260 -2.666
H -0.127 -0.970 -3.532
H 1.386 0.697 -2.661
H -0.049 1.517 -3.356
C -1.555 2.685 -1.313
H -1.822 3.345 -0.483
H -2.317 1.890 -1.358
H -1.555 3.253 -2.256
C 1.309 3.267 -1.527
H 0.915 3.835 -2.351
H 2.251 2.769 -1.830
H 1.535 3.929 -0.689
C -1.379 -3.001 -1.792
H -1.493 -3.762 -1.015
H -1.041 -3.477 -2.719
H -2.357 -2.525 -1.951
C 1.467 -2.365 -1.770
H 2.199 -1.543 -1.874
H 1.349 -2.872 -2.743
H 1.842 -3.061 -1.022
Zr 0.633 -0.118 2.954
C 0.265 1.891 1.452
C -1.007 1.258 1.468
C -1.414 0.032 0.718
C -1.369 -1.440 1.351
C -0.069 -2.133 0.870
C 1.236 -1.450 1.206
C 1.656 -0.167 0.471
C 1.618 1.237 1.224
C -0.948 -0.547 4.394
H 0.317 2.917 1.846
H -1.854 1.883 1.871
H -0.864 -0.033 -0.262
H -2.455 0.180 0.338
H -1.649 -1.433 2.432
H -2.242 -1.890 0.831
H -0.010 -3.278 0.983
H 2.134 -2.082 1.390
H 1.089 -0.008 -0.467
H 2.683 -0.294 0.092
H 2.257 1.212 2.181
H 2.240 1.887 0.577
H -0.397 -0.580 5.361
H -1.500 -1.503 4.299
H -1.687 0.275 4.456
Cl 2.525 0.181 4.320
*
```


(3)
Computed, not measured: one molecule with the formula C3H8N2OS in a non-equilibrium geometry, with ωB97M-V/def2-TZVPD.

Properties
* LUMO energy: 0.02469 Eh
* structure (SMILES): CNC(=S)N(C)O
* HOMO energy: -8.3968 eV
* DFT total energy: -701.98284 Eh

The geometry in ORCA input format:
```
! RIJCOSX wB97M-V def2-TZVPD def2/J DEFGRID3
* xyz 0 1
C 2.358 -0.341 -0.046
N 0.937 -0.509 -0.118
C 0.174 0.631 -0.041
S 0.781 2.150 0.049
N -1.166 0.439 -0.005
C -1.892 -0.770 0.089
O -2.060 1.507 -0.116
H 2.934 -1.225 -0.295
H 2.634 0.459 -0.739
H 2.674 -0.010 0.969
H 0.523 -1.332 0.271
H -1.862 -1.264 1.062
H -2.949 -0.570 -0.202
H -1.577 -1.498 -0.758
H -1.510 2.332 -0.121
*
```


(4)
Computed, not measured: a 5-piece molecular cluster, C24H56NO5PS overall in a non-equilibrium geometry, with ωB97M-V/def2-TZVPD.

Properties
* LUMO energy: 0.01499 Eh
* structure (SMILES): CC(C)CCP(CCO)N=C=S.CCOCC.CCOCC.CCOCC.CCOCC
* HOMO energy: -8.7776 eV
* DFT total energy: -2118.43871 Eh

The geometry in ORCA input format:
```
! RIJCOSX wB97M-V def2-TZVPD def2/J DEFGRID3
* xyz 0 1
C 5.435 -3.672 -1.007
C 4.243 -4.595 -1.267
C 4.455 -5.360 -2.569
C 3.006 -3.701 -1.366
C 1.686 -4.490 -1.291
P 0.367 -3.481 -2.076
C -1.223 -3.906 -1.232
C -2.219 -4.488 -2.265
O -3.376 -3.706 -2.417
N 0.700 -1.847 -1.399
C 1.188 -1.041 -2.167
S 2.159 -0.159 -3.017
H 5.367 -2.817 -1.669
H 5.379 -3.311 0.016
H 6.379 -4.182 -1.148
H 4.132 -5.295 -0.444
H 5.479 -5.695 -2.677
H 4.185 -4.728 -3.409
H 3.817 -6.238 -2.621
H 3.049 -3.232 -2.345
H 3.061 -2.956 -0.581
H 1.813 -5.420 -1.827
H 1.476 -4.682 -0.241
H -1.086 -4.563 -0.381
H -1.649 -2.969 -0.894
H -2.522 -5.483 -1.962
H -1.694 -4.589 -3.216
H -3.136 -2.778 -2.415
C -2.016 0.817 -1.530
C -2.231 2.245 -2.002
O -3.044 3.015 -1.138
C -2.551 3.197 0.177
C -1.222 3.930 0.237
H -2.972 0.337 -1.313
H -1.496 0.241 -2.297
H -1.412 0.778 -0.621
H -2.751 2.234 -2.960
H -1.270 2.743 -2.172
H -2.488 2.237 0.701
H -3.310 3.787 0.693
H -0.409 3.334 -0.183
H -0.965 4.159 1.272
H -1.273 4.863 -0.326
C -4.640 5.613 -1.796
C -5.516 5.780 -0.568
O -5.087 6.807 0.309
C -5.068 8.112 -0.235
C -6.431 8.611 -0.685
H -3.596 5.508 -1.508
H -4.938 4.725 -2.351
H -4.717 6.471 -2.469
H -5.487 4.864 0.022
H -6.563 5.934 -0.857
H -4.344 8.176 -1.056
H -4.694 8.754 0.563
H -6.801 8.056 -1.549
H -6.374 9.663 -0.966
H -7.161 8.500 0.118
C 0.710 -2.433 2.673
C -0.806 -2.485 2.599
O -1.327 -3.800 2.530
C -1.046 -4.634 3.640
C -1.615 -4.121 4.952
H 1.146 -3.027 1.867
H 1.059 -1.404 2.581
H 1.090 -2.828 3.617
H -1.138 -1.993 1.684
H -1.255 -1.935 3.433
H 0.033 -4.806 3.727
H -1.499 -5.596 3.401
H -1.119 -3.206 5.280
H -1.483 -4.868 5.736
H -2.678 -3.903 4.848
C 5.593 1.632 2.882
C 5.877 1.640 1.389
O 5.538 0.432 0.736
C 4.173 0.065 0.788
C 3.239 1.066 0.129
H 6.047 0.758 3.352
H 5.997 2.531 3.347
H 4.523 1.603 3.092
H 6.947 1.768 1.225
H 5.380 2.490 0.907
H 3.866 -0.127 1.823
H 4.108 -0.887 0.260
H 3.195 2.007 0.682
H 2.228 0.660 0.082
H 3.574 1.291 -0.882
*
```


What did the second record say?
Computed, not measured: C15H31ClP2Zr as an isolated structure in a non-equilibrium geometry, with ωB97M-V/def2-TZVPD.

Properties
* LUMO energy: -0.27439 Eh
* HOMO energy: -14.1830 eV
* DFT total energy: -1779.38886 Eh

The geometry in ORCA input format:
```
! RIJCOSX wB97M-V def2-TZVPD def2/J DEFGRID3
* xyz 2 1
P -0.155 -1.760 -1.265
P 0.099 1.984 -1.037
C -0.452 -0.460 -2.605
C 0.296 0.890 -2.545
H -1.535 -0.260 -2.666
H -0.127 -0.970 -3.532
H 1.386 0.697 -2.661
H -0.049 1.517 -3.356
C -1.555 2.685 -1.313
H -1.822 3.345 -0.483
H -2.317 1.890 -1.358
H -1.555 3.253 -2.256
C 1.309 3.267 -1.527
H 0.915 3.835 -2.351
H 2.251 2.769 -1.830
H 1.535 3.929 -0.689
C -1.379 -3.001 -1.792
H -1.493 -3.762 -1.015
H -1.041 -3.477 -2.719
H -2.357 -2.525 -1.951
C 1.467 -2.365 -1.770
H 2.199 -1.543 -1.874
H 1.349 -2.872 -2.743
H 1.842 -3.061 -1.022
Zr 0.633 -0.118 2.954
C 0.265 1.891 1.452
C -1.007 1.258 1.468
C -1.414 0.032 0.718
C -1.369 -1.440 1.351
C -0.069 -2.133 0.870
C 1.236 -1.450 1.206
C 1.656 -0.167 0.471
C 1.618 1.237 1.224
C -0.948 -0.547 4.394
H 0.317 2.917 1.846
H -1.854 1.883 1.871
H -0.864 -0.033 -0.262
H -2.455 0.180 0.338
H -1.649 -1.433 2.432
H -2.242 -1.890 0.831
H -0.010 -3.278 0.983
H 2.134 -2.082 1.390
H 1.089 -0.008 -0.467
H 2.683 -0.294 0.092
H 2.257 1.212 2.181
H 2.240 1.887 0.577
H -0.397 -0.580 5.361
H -1.500 -1.503 4.299
H -1.687 0.275 4.456
Cl 2.525 0.181 4.320
*
```


Q: The lowest DFT total energy belongs to which entry?
A: C24H56NO5PS


Q: Which formula does entry 3 have?
A: C3H8N2OS